No. 1
Below is 3 unconnected molecules or ions with the total composition C3H13NO2S in a non-equilibrium geometry, with properties calculated with the ωB97M-V functional and the def2-TZVPD basis.

XYZ file:
```
20
Properties=species:S:1:pos:R:3:forces:R:3
C 0.543105 -1.794325 0.008956 1.2 0.0 -0.4
C -0.191569 -1.208114 -1.190202 -1.4 0.3 1.6
C -1.684729 -0.895998 -0.789425 -0.1 -1.3 -1.9
S -2.222160 0.793030 -1.276063 -0.4 0.3 0.4
N 0.727400 -0.911466 1.161676 0.2 0.4 -1.0
H 1.561583 -2.098528 -0.361336 -0.6 0.4 0.5
H 0.087275 -2.743627 0.282870 -0.3 -0.2 0.0
H 0.179137 -0.239008 -1.520117 0.8 -0.5 -0.2
H -0.140901 -2.004394 -1.925214 -0.1 0.2 -0.6
H -1.874658 -1.194530 0.232153 0.1 1.0 0.6
H -2.404035 -1.580182 -1.309118 0.7 0.4 0.0
H -1.262431 1.233797 -2.130721 0.0 -0.6 0.5
H 1.482827 -1.282640 1.737557 -0.3 0.0 0.4
H -0.124911 -0.689736 1.673755 0.3 -0.4 0.1
H 0.717434 3.103792 1.815401 -0.3 -0.1 -0.4
H -0.579157 3.591705 1.135366 0.4 -0.3 0.1
O -0.022995 3.718907 1.914798 -0.1 0.3 0.2
H 1.363308 0.728089 0.381250 -0.3 0.0 0.2
H 2.403317 1.812083 0.084935 -0.4 0.0 -0.1
O 1.442159 1.661144 0.073479 0.6 0.1 0.1
```
Forces are in eV/Å.

- Charge: -1
- Lowest unoccupied orbital energy (spin up / spin down): 3.08 / 3.04 eV
- Calculated total energy: -725.4614 Ha
- Spin multiplicity: 2
- Energy above the lowest of the compared OMol25 structures with the same formula, charge and spin: 18.56 kcal/mol

No. 2
Below is a molecular structure, C15H11Br2N10O2Pd in a non-equilibrium geometry, with properties calculated with the ωB97M-V functional and the def2-TZVPD basis.

XYZ file:
```
41
Properties=species:S:1:pos:R:3:forces:R:3
Pd -1.329977 1.543371 -0.687905 -0.8 -0.1 -0.6
C 1.095709 -1.867011 4.235493 0.0 0.0 0.0
C -0.059317 -1.256393 3.495415 0.0 0.0 0.0
C -1.381280 -1.565305 3.798311 0.0 0.0 0.0
C -2.422825 -1.003911 3.071926 0.0 0.0 0.0
C -2.050577 -0.140708 2.065781 0.0 -0.1 0.0
Br -3.350153 0.696154 0.935944 0.3 -0.1 -0.2
N -0.827064 0.194621 1.752501 0.1 0.2 0.1
C 0.161681 -0.357910 2.455519 0.0 0.0 0.1
H 0.768235 -2.320792 5.168817 0.0 0.0 0.0
H 1.854542 -1.119529 4.464379 0.0 0.0 0.0
H 1.569949 -2.642802 3.632036 0.0 0.0 0.0
H -1.604906 -2.252305 4.605014 0.0 0.0 0.0
H -3.457500 -1.232008 3.279590 0.0 0.0 0.0
H 1.164966 -0.061564 2.171974 0.0 0.0 0.0
N -1.472328 4.283761 -2.794106 0.0 0.1 0.0
C -2.427979 4.202717 -1.859156 0.0 0.1 0.0
N -3.452841 5.075304 -1.809188 0.0 -0.1 0.1
N -4.194020 4.647121 -0.850234 0.0 0.1 0.0
N -3.639656 3.534595 -0.286694 0.1 -0.1 0.1
N -2.543718 3.247591 -0.905451 0.1 0.1 0.3
C -0.519138 3.433330 -3.034790 0.0 0.0 0.0
N 0.436237 3.591463 -4.016378 0.0 -0.1 0.0
N 1.148392 2.566578 -3.971814 0.0 0.0 0.0
N 0.663644 1.681617 -2.920947 -0.1 -0.1 -0.1
N -0.332884 2.220524 -2.387874 0.4 0.0 0.1
H -1.518017 5.112376 -3.398307 0.0 0.0 0.0
Br 5.452776 -2.599815 -1.257404 0.0 0.0 0.0
C 3.563301 -2.601297 -1.254010 0.1 0.0 0.0
C 2.879482 -3.783440 -1.495960 0.0 0.0 0.0
C 1.491610 -3.781341 -1.493346 0.0 0.0 0.0
C 0.793190 -2.607912 -1.257553 0.0 0.0 0.0
C 1.494825 -1.432019 -1.014173 0.0 0.0 0.0
C 2.886058 -1.422311 -1.007111 0.0 0.0 0.0
C 0.796005 -0.150506 -0.729925 0.1 0.1 0.3
O -0.494971 -0.164882 -1.015796 0.1 0.1 0.2
O 1.347374 0.831712 -0.254783 -0.2 -0.1 -0.3
H 3.428422 -4.695589 -1.684276 0.0 0.0 0.0
H 0.956532 -4.702804 -1.679139 0.0 0.0 0.0
H -0.287789 -2.600089 -1.259017 0.0 0.0 0.0
H 3.414007 -0.500593 -0.807363 0.0 0.0 0.0
```
Forces are in eV/Å.

- Charge: +1
- Lowest unoccupied orbital energy: -8.14 eV
- Calculated total energy: -6551.7467 Ha
- Energy above the lowest of the compared OMol25 structures with the same formula, charge and spin: 28.40 kcal/mol

No. 3
Below is 3 unconnected molecules or ions with the total composition C12H21N3, with properties calculated with the ωB97M-V functional and the def2-TZVPD basis.

XYZ file:
```
36
Properties=species:S:1:pos:R:3:forces:R:3
C -0.953401 1.065946 -0.621186 -0.3 -0.4 0.2
C -1.873058 2.245115 -0.348850 0.0 -0.3 -0.6
C -2.307349 2.358045 1.098267 -0.4 0.2 0.3
C -1.214594 2.173883 2.046290 0.3 0.0 0.3
N -0.350715 2.037153 2.792566 -0.2 0.0 -0.2
H -0.749353 1.000442 -1.687700 0.3 0.0 0.0
H -1.419208 0.113623 -0.340813 -0.1 0.1 0.0
H -0.046541 1.119686 -0.018331 0.2 0.1 -0.3
H -2.773964 2.113166 -0.952280 0.0 0.2 0.0
H -1.397096 3.166421 -0.684076 0.0 0.1 0.1
H -3.087796 1.626934 1.319041 0.1 -0.1 0.1
H -2.747982 3.338942 1.293408 0.0 0.0 0.0
C 2.736335 0.509752 1.889594 0.3 0.3 -0.4
C 3.494959 1.245460 2.992858 0.1 -0.5 0.0
C 2.596728 1.615880 4.180841 -0.2 -0.3 -0.3
C 3.318436 1.717716 5.446136 -0.3 0.2 -0.4
N 3.883120 1.780964 6.439401 0.3 0.0 0.4
H 1.817997 1.015512 1.596542 -0.1 0.0 0.2
H 2.526706 -0.516937 2.184663 -0.2 0.0 0.0
H 3.368665 0.470435 0.996776 -0.1 -0.1 0.1
H 4.010853 2.106513 2.572222 0.0 0.2 0.2
H 4.261517 0.550857 3.346182 0.1 0.2 0.0
H 1.840752 0.832465 4.290732 0.1 0.0 0.1
H 2.021152 2.518173 3.987758 0.1 0.1 0.1
C -1.790489 -2.165018 -2.598002 0.2 -0.4 0.4
C -1.763082 -3.568612 -3.192118 -0.2 0.2 0.2
C -1.421491 -3.618534 -4.680779 0.0 0.1 0.1
C -0.147170 -2.953315 -4.970426 0.0 -0.3 -0.1
N 0.852280 -2.435402 -5.192986 0.0 0.1 0.0
H -0.803193 -1.707998 -2.679930 -0.1 0.2 -0.2
H -1.987750 -2.264204 -1.527630 -0.1 0.1 0.0
H -2.558068 -1.525681 -3.029660 0.1 0.1 -0.1
H -2.733595 -4.045821 -3.040823 0.0 -0.1 -0.1
H -1.035274 -4.151188 -2.624834 0.0 -0.1 -0.1
H -2.185581 -3.113010 -5.276314 0.0 0.0 0.1
H -1.382749 -4.657362 -5.006540 0.1 0.0 -0.2
```
Forces are in eV/Å.

- Lowest unoccupied orbital energy: 0.45 eV
- Calculated total energy: -634.0795 Ha
- Energy above the lowest of the compared OMol25 structures with the same formula, charge and spin: 5.04 kcal/mol

No. 4
Below is a molecular structure, C26H32F3N4NiO2S in a non-equilibrium geometry, with properties calculated with the ωB97M-V functional and the def2-TZVPD basis.

XYZ file:
```
69
Properties=species:S:1:pos:R:3:forces:R:3
Ni -0.824184 -0.046896 0.560862 0.1 0.4 -0.2
C -0.259484 -2.959196 1.507562 0.1 0.0 -0.1
C 1.214216 -2.752996 1.859562 -0.2 0.2 0.0
C 1.785316 -1.389496 1.413862 0.2 -0.3 0.2
N 0.894916 -0.281596 1.650762 -0.1 0.3 -0.1
C 0.973616 0.433904 2.752862 0.3 -0.5 -0.3
C 1.687416 0.017404 3.898662 -0.1 -0.2 0.0
C 1.965716 0.676704 5.077962 0.1 0.3 0.1
C 1.835716 2.018004 5.390662 0.2 0.0 0.4
C 1.258316 2.997304 4.587962 0.0 -0.2 0.1
C 0.504716 2.838504 3.454662 0.1 0.4 -0.1
C 0.161216 1.671004 2.716062 -0.8 0.1 -0.3
N -0.821184 1.627504 1.859362 0.5 -0.5 0.0
C -1.727084 2.729004 1.693762 -0.3 0.2 0.0
C -2.537484 2.539804 0.417162 0.3 0.0 0.1
C -1.624984 2.513604 -0.816838 -0.4 0.2 -0.1
N -1.086084 1.194904 -1.028938 0.2 -0.7 -0.1
C -0.990084 0.633304 -2.206238 0.0 0.6 0.5
C -1.587184 1.163204 -3.379538 -0.3 0.2 -0.2
C -1.362084 0.920504 -4.710638 0.2 0.0 0.0
C -0.400384 0.114904 -5.303938 0.2 -0.1 -0.4
C 0.428816 -0.779596 -4.641838 -0.3 0.1 -0.2
C 0.420316 -1.162096 -3.319638 0.1 -0.2 0.1
C -0.324784 -0.691396 -2.203338 -0.1 -0.6 0.2
N -0.429184 -1.362896 -1.080738 -0.1 0.5 0.3
C 0.016616 -2.737796 -1.053438 -0.1 -0.2 -0.1
C -0.546684 -3.535596 0.123962 0.0 0.4 0.0
H -0.702284 -3.641196 2.236262 -0.1 0.1 0.1
H -0.784484 -1.998596 1.611562 0.0 -0.6 0.3
H 1.297016 -2.815696 2.947862 0.1 -0.1 0.0
H 1.821016 -3.559396 1.433662 0.1 0.0 0.0
H 2.753216 -1.227696 1.915262 -0.1 0.0 -0.2
H 1.973916 -1.397796 0.337762 0.0 -0.1 0.1
H 1.994016 -1.020096 3.887262 0.0 0.0 -0.1
H 2.415516 0.058804 5.850062 0.1 0.0 0.0
H 2.236016 2.345604 6.342762 0.0 0.0 0.0
H 1.369016 4.019004 4.940862 -0.1 0.0 0.0
H 0.091616 3.756804 3.054662 0.0 0.0 0.0
H -2.403684 2.774804 2.557862 0.1 0.1 0.0
H -1.200184 3.696604 1.628562 -0.1 -0.1 0.0
H -3.065284 1.586904 0.475062 -0.2 0.1 0.0
H -3.270984 3.344304 0.328662 0.0 0.0 0.0
H -2.190484 2.885604 -1.677638 0.1 0.0 0.1
H -0.782484 3.205604 -0.660838 -0.1 0.0 0.0
H -2.381084 1.872704 -3.189438 0.0 0.0 0.0
H -1.985784 1.485404 -5.398138 0.0 0.0 0.1
H -0.312984 0.165304 -6.384538 0.0 0.0 0.0
H 1.138416 -1.307196 -5.275138 0.0 0.0 0.1
H 1.120516 -1.952396 -3.076638 -0.1 0.0 0.0
H -0.311584 -3.236296 -1.978238 0.2 0.0 0.0
H 1.116616 -2.794296 -1.027138 0.0 0.0 -0.1
H -1.631284 -3.596796 0.016962 0.0 -0.1 -0.1
H -0.145184 -4.553596 0.054262 0.0 0.0 0.0
C 3.343616 2.077804 -2.275838 -0.1 -0.5 0.2
S 2.870216 0.577904 -1.372838 0.2 0.0 -0.2
C 3.621816 -0.645496 -2.486738 -0.1 0.5 0.4
H 4.428716 2.150704 -2.324438 0.0 0.1 -0.1
H 2.938616 2.911204 -1.712638 0.0 0.2 0.0
H 2.913516 2.059404 -3.274738 0.0 0.1 -0.1
H 3.245916 -0.497296 -3.496138 0.0 -0.1 -0.1
H 3.317616 -1.620696 -2.119838 0.0 -0.1 0.0
H 4.706716 -0.563596 -2.459438 0.1 0.0 -0.1
F -4.103884 -0.402396 -1.015738 0.2 0.1 0.1
C -4.259884 -1.576196 -0.370138 -0.2 0.1 0.2
F -5.589084 -1.829096 -0.403938 0.2 0.0 0.3
F -3.684484 -2.518896 -1.151238 0.1 0.0 0.2
C -3.644084 -1.551596 1.123062 -1.3 -0.7 -1.3
O -4.188084 -2.294796 1.916562 -0.1 -0.3 0.2
O -2.702384 -0.763396 1.251862 1.3 1.1 0.1
```
Forces are in eV/Å.

- Charge: -1
- Lowest unoccupied orbital energy (spin up / spin down): 2.46 / 2.46 eV
- Calculated total energy: -3585.6212 Ha
- Spin multiplicity: 3

Question: Number 4 is which compound?
Answer: C26H32F3N4NiO2S

Question: The lowest calculated total energy belongs to which entry?
Answer: C15H11Br2N10O2Pd

Question: Among the records above, which one has the highest calculated total energy?
Answer: C12H21N3

Question: What is the calculated total energy in the second record?
Answer: -6551.7467 Ha